This record from the OMol25 dataset describes a structure of composition C35H34AsCl2CoN8O7SSi. The level of theory is the ωB97M-V functional and the def2-TZVPD basis.

Structure (ORCA input):
```
! RIJCOSX wB97M-V def2-TZVPD def2/J DEFGRID3
* xyz -1 4
As 1.328 -1.817 -0.810
Co 0.282 -0.907 1.165
Cl -0.045 -2.161 5.015
Cl -0.294 0.154 3.146
S -1.323 -3.363 0.411
Si -3.324 -2.288 2.223
O 1.870 -2.386 2.533
O -2.408 -4.321 0.562
O 0.013 -3.635 0.923
O -1.794 -1.969 1.183
O 2.602 -2.924 -0.970
O 3.276 3.069 -3.238
O 1.878 -0.440 -1.841
N 2.314 -0.319 1.608
N 3.149 4.455 -1.481
N 4.297 3.657 -1.337
N -1.698 2.530 -0.287
N -0.798 0.569 0.168
N -2.504 1.566 -0.956
N 4.029 -1.901 1.743
N 4.486 -0.674 1.157
C 4.327 2.820 -2.332
C -4.519 0.359 5.083
C -1.914 3.968 -0.692
C -2.484 -3.238 -2.043
C -0.196 -2.439 -1.929
C -4.109 -0.776 4.391
C 5.512 1.128 -1.100
C 5.563 -1.153 -1.929
C -1.070 4.225 -1.904
C 4.911 0.656 -3.420
C -1.911 0.443 -0.661
C 5.689 -0.233 -0.877
C 1.115 4.285 -2.866
C -0.673 1.890 0.300
C 2.534 4.081 -2.560
C -4.669 -2.552 0.996
C -3.586 0.604 2.467
C -2.900 -3.621 3.416
C -1.610 4.181 -3.206
C -4.447 1.627 4.493
C -0.531 -0.484 4.936
C 2.797 -1.568 2.034
C 0.608 4.170 -4.164
C -3.973 1.730 3.180
C 5.836 -0.684 0.555
C 5.021 1.547 -2.351
C 0.287 4.381 -1.737
C -1.336 -2.935 -1.297
C -2.470 -3.030 -3.415
C -3.608 -0.674 3.080
C 5.205 -0.676 -3.209
C -0.173 -2.258 -3.316
C -0.767 4.139 -4.322
C 3.447 0.190 1.114
C -1.302 -2.563 -4.058
H -1.302 -2.423 -5.136
H 1.981 -3.286 2.144
H -2.674 4.108 -3.324
H 0.135 0.142 5.531
H 5.691 -2.216 -1.755
H 4.599 1.051 -4.377
H 0.747 4.592 -0.785
H 1.281 4.142 -5.004
H -1.622 4.588 0.165
H -1.589 -0.357 5.178
H 3.499 1.199 0.719
H -2.260 -0.515 -1.011
H 0.122 2.386 0.837
H -4.770 2.505 5.045
H 0.743 -1.877 -3.779
H -3.318 -3.693 -1.530
H 6.198 -1.709 0.668
H -4.986 -3.586 1.012
H -2.382 -3.248 4.302
H 5.171 -1.389 -4.026
H 2.690 -0.884 -2.237
H -3.861 -4.003 3.772
H -3.370 -3.237 -3.988
H 5.677 1.884 -0.353
H -1.209 4.093 -5.305
H -5.506 -1.955 1.354
H -3.950 2.693 2.681
H -4.431 -2.252 -0.012
H -3.359 0.705 1.417
H -2.353 -4.455 3.008
H -4.898 0.244 6.089
H 6.483 0.007 1.114
H -4.140 -1.738 4.887
H -2.976 4.055 -0.878
*
```

Output
Max |F| ... 3.3 eV/Å
E_HOMO (spin up / spin down) ... -0.03120 / -0.17266 hartree
Gap between HOMO and LUMO (spin up / spin down) ... 2.745 / 6.590 eV

Mulliken atomic charge list, values in e, 8 entries: As 1.0074; Co 1.0892; Cl -0.1146; Cl -0.0288; S 0.9288; Si 1.3108; O -0.3077; O -0.6538